No. 1
# C21H47NO8P2

2 unconnected molecules or ions with the total composition C21H47NO8P2 in a non-equilibrium geometry (the ωB97M-V functional and the def2-TZVPD basis, OMol25).

Calculated values
- Energy: -58982.8639 eV
- Gap between HOMO and LUMO: 4.47 eV
- E_LUMO: -2.17 eV

Each line ends with the Mulliken charge.
Cartesian coordinates (Å):
C  -2.24500  -2.06657  6.08081  -1.1678
C  -1.12956  -2.80182  5.31000  -0.7531
C  -1.41856  -3.00836  3.81415  -0.0233
C  -2.80597  -3.58129  3.50278  -0.8973
C  -3.41346  -3.12260  2.16619  -0.5872
C  -3.45549  -1.60587  1.93959  -0.9642
C  -3.15593  -1.18207  0.49666  -0.3485
C  -1.72884  -1.57569  0.10658  -0.7342
C  -1.22082  -0.97352  -1.22001  0.5456
O  -1.81040  0.21973  -1.62562  -0.2160
C  -1.50057  1.31377  -0.78174  -0.7693
C  -0.70240  2.36940  -1.52998  -1.0825
C  0.79681  2.22579  -1.28995  0.4247
C  1.30511  2.92461  -0.02424  -1.0970
O  0.17670  -0.81629  -0.98995  -0.0300
P  1.16962  -1.41881  -2.26065  -0.6996
C  2.20536  -2.49589  -1.06588  -0.8000
P  2.12495  -2.07355  0.65655  0.6727
O  1.01928  -2.64051  1.44806  -0.5000
O  2.25190  -0.49265  0.80953  -0.5468
O  3.50393  -2.64157  1.29161  -0.5853
O  -0.03990  -2.64171  -2.54046  -0.7309
C  -1.30174  -2.04895  -2.35733  -0.0578
C  -1.97161  -1.62340  -3.68009  -1.1123
C  -3.47127  -1.68213  -3.55516  0.3819
C  -4.22761  -0.93992  -4.62786  -0.8805
O  -4.08943  -0.53931  -3.14699  -0.3638
H  -1.87330  -1.20307  6.62747  0.3473
H  -2.75445  -2.73682  6.77089  0.2451
H  -3.02192  -1.70373  5.40870  0.3178
H  -0.96138  -3.78151  5.75624  0.4200
H  -0.22520  -2.20635  5.41634  0.3329
H  -0.69403  -3.73571  3.45197  0.3452
H  -1.19107  -2.09086  3.27800  -0.0445
H  -3.53885  -3.42009  4.29286  0.4242
H  -2.68129  -4.66376  3.42931  0.3253
H  -4.45231  -3.46171  2.16558  0.4744
H  -2.94684  -3.65756  1.34196  0.2992
H  -4.46428  -1.26343  2.18396  0.5191
H  -2.78283  -1.04948  2.59094  0.5269
H  -3.25168  -0.09794  0.45043  0.1684
H  -3.88440  -1.61560  -0.19072  0.1478
H  -1.67826  -2.65366  -0.01367  0.5220
H  -1.03106  -1.35242  0.91081  -0.0860
H  -0.99786  1.00805  0.13487  0.3147
H  -2.44888  1.76717  -0.47354  0.4680
H  -0.90505  2.34042  -2.59831  0.3250
H  -1.00905  3.36164  -1.18571  0.4084
H  1.32776  2.69599  -2.12847  0.4102
H  1.09994  1.18409  -1.30385  -0.3961
H  1.23660  2.27935  0.85037  0.3465
H  0.77621  3.86098  0.14254  0.4336
H  2.36125  3.16210  -0.16415  0.0221
H  1.92684  -2.01034  -3.34471  -0.0265
H  2.14238  -0.32566  -2.03943  0.4446
H  0.48320  -0.51294  -3.17000  0.1553
H  3.24755  -2.39152  -1.37426  0.4240
H  1.96038  -3.55082  -1.16796  0.3960
H  2.33229  -0.07311  -0.05886  0.4822
H  3.27319  -3.11642  2.09353  0.3078
H  -1.92972  -2.89144  -2.03972  0.5229
H  -1.70877  -2.32548  -4.46898  0.4685
H  -1.75273  -0.59450  -3.95353  0.1274
H  -3.90466  -2.62672  -3.23835  0.3090
H  -5.30338  -1.03958  -4.60016  0.3885
H  -3.76459  -0.05096  -5.02907  0.3035
C  5.17383  6.49662  0.55542  -1.0927
C  4.29269  5.68541  -0.32870  0.5376
O  3.14019  5.47086  -0.19673  -0.3580
N  4.89359  4.91587  -1.51376  -0.1375
C  6.12309  5.42446  -2.18827  -0.9231
H  4.57363  7.29144  0.98849  0.3500
H  5.55917  5.85730  1.35212  0.3120
H  6.01022  6.94195  0.01860  0.3902
H  5.04066  3.96137  -1.16144  0.4037
H  4.09524  4.80716  -2.14980  0.4065
H  6.32634  4.78830  -3.04519  0.3464
H  6.95323  5.37904  -1.49114  0.3868
H  5.94329  6.44279  -2.51953  0.3800

Atoms 1-2, force components in eV/Å:
-0.1 -0.2 -0.2
-0.5 0.2 -0.1

=====

No. 2
# C5H10O2

2 unconnected molecules or ions with the total composition C5H10O2 (the ωB97M-V functional and the def2-TZVPD basis, OMol25).

Calculated values
- Energy: -9440.0387 eV
- SMILES: C=CC1COC1.O
- Energy above the lowest of the compared OMol25 structures with the same formula, charge and spin: 289.9 kJ/mol
- Gap between HOMO and LUMO: 10.70 eV
- E_LUMO: 0.85 eV

Each line ends with the Mulliken charge.
Cartesian coordinates (Å):
C  1.88466  -0.10276  -0.71099  -0.7300
C  0.61436  -0.36660  -1.00674  -0.6620
C  -0.58242  0.49636  -0.71715  0.4645
C  -1.88863  -0.24147  -0.37306  -0.5675
O  -2.05488  0.50573  0.83483  -0.4075
C  -0.77840  1.13501  0.67660  -0.2902
H  2.67272  -0.81459  -0.94444  0.2401
H  2.19815  0.82451  -0.23173  0.3273
H  0.39089  -1.30906  -1.51146  0.3027
H  -0.72782  1.22817  -1.51950  0.3734
H  -1.75545  -1.31606  -0.17718  0.2960
H  -2.72801  -0.10390  -1.06408  0.2772
H  -0.85771  2.22766  0.70513  0.2530
H  -0.07206  0.79804  1.44416  0.1113
O  1.26131  -1.18874  2.17967  -0.6578
H  1.55940  -0.28228  2.04076  0.3114
H  0.88772  -1.41646  1.31872  0.3581

Atoms 1-2, force components in eV/Å:
-0.1 0.0 -0.1
0.1 0.0 0.0

=====

No. 3
# H80O40

40 unconnected molecules or ions with the total composition H80O40 in a non-equilibrium geometry (the ωB97M-V functional and the def2-TZVPD basis, OMol25).

Calculated values
- Energy: -83196.5271 eV
- Energy above the lowest of the compared OMol25 structures with the same formula, charge and spin: 896.2 kJ/mol
- Gap between HOMO and LUMO: 9.97 eV
- E_LUMO: -0.41 eV

Each line ends with the Mulliken charge.
Cartesian coordinates (Å):
H  4.49003  -0.20682  -4.66924  0.2739
H  3.75094  0.44312  -3.46988  0.3134
O  4.08993  0.60594  -4.35831  -0.6284
H  2.02520  -0.01777  -5.38187  0.3496
H  1.32576  0.66492  -6.63174  0.2479
O  1.18166  0.36754  -5.72300  -0.6394
H  1.64793  -5.87222  2.44389  0.3248
H  2.24588  -4.82294  3.50149  0.3661
O  2.24316  -5.78188  3.19445  -0.6633
H  -0.58766  4.23171  3.20479  0.3128
H  -0.51086  4.77524  1.70369  0.1430
O  -0.72012  4.98290  2.63645  -0.6831
H  -3.99260  2.76893  -1.35509  0.2395
H  -2.94197  2.24771  -2.30817  0.2124
O  -3.27098  2.10745  -1.36955  -0.3423
H  1.60664  -5.60446  -0.96075  0.3019
O  1.72344  -4.64568  -0.89835  -0.7299
H  3.08280  -3.07341  -4.80246  0.2530
O  3.18755  -2.19967  -4.39809  -0.6126
H  0.57558  -3.20750  3.30318  0.3030
H  2.11051  -2.62825  2.98071  0.4080
O  1.35916  -2.70127  3.60344  -0.7794
H  -2.31465  0.54380  5.87997  0.3443
H  -2.37885  -0.76151  5.00203  0.4030
O  -2.46067  -0.40589  5.92628  -0.7221
H  -2.28766  2.02216  -4.66581  0.3167
H  -1.81065  0.75086  -4.09587  0.1720
O  -2.64134  1.16690  -4.33718  -0.6635
H  2.47004  -0.04678  1.83927  0.1786
H  1.37734  -1.30617  2.32127  0.4383
O  2.34777  -0.96682  2.07036  -0.6539
H  1.08327  -1.64148  -4.08967  0.1689
O  0.18068  -1.32537  -4.09792  -0.5332
H  2.93667  5.51707  1.66745  0.2719
H  2.03381  4.40550  1.32448  0.2783
O  2.75131  4.94507  0.92102  -0.5698
H  0.54412  -2.79845  0.74462  0.0039
H  2.07608  -3.19500  0.76823  0.3948
O  1.20461  -3.28651  1.24603  -0.4755
H  -1.95751  -2.69228  1.05528  0.0102
H  -1.60471  -2.11501  -0.28111  -0.2207
O  -1.35487  -2.85448  0.30684  0.5804
H  1.28075  -1.85350  -1.88052  0.1909
H  2.16925  -3.13989  -1.65083  0.4163
O  2.16169  -2.21938  -2.01321  -0.7062
H  3.90729  3.99078  -1.45364  0.2263
H  2.65107  3.75447  -2.27538  0.2185
O  3.28912  3.31634  -1.72020  -0.4699
H  -2.24982  -1.95212  -3.09594  0.2362
H  -2.38589  -0.91919  -1.87481  0.0992
O  -2.22925  -1.88840  -2.11362  -0.5135
H  -3.91258  -0.93105  -1.28370  0.1949
O  -3.98154  -0.54034  -0.40793  -0.5948
H  -3.92803  -3.17270  -2.09996  0.2565
H  -4.00395  -3.92656  -0.82668  0.2955
O  -4.40275  -3.18220  -1.27784  -0.6213
H  -3.26612  -0.97004  1.12123  0.1999
O  -2.88033  -0.75448  1.97906  -0.4566
H  -0.98368  2.41052  1.45201  -0.0417
H  -1.62148  1.01943  1.89925  -0.1235
O  -0.85795  1.58095  2.03304  0.4733
H  0.91162  5.75012  -1.90414  0.3186
H  0.28191  6.85791  -2.62366  0.3204
O  0.71909  6.68833  -1.78708  -0.6686
H  -2.98180  -4.29570  0.82911  0.1904
H  -2.59861  -5.60803  1.55741  0.3261
O  -3.26403  -5.20305  1.00019  -0.7408
H  4.88984  -1.73419  2.46967  0.2991
H  4.32751  -0.37759  2.55664  0.2863
O  5.14842  -0.81881  2.35867  -0.6117
H  -1.10030  -4.88256  -0.04995  0.3043
H  -0.88407  -6.25972  -0.97963  0.2749
O  -0.63741  -5.71047  -0.15389  -0.6836
H  -0.22715  0.96843  4.60565  0.3764
H  0.19685  1.66965  5.97172  0.3498
O  0.20385  1.73510  4.98905  -0.7488
H  -3.26882  3.38064  1.67185  0.1617
H  -2.62826  4.72431  1.06628  0.2896
O  -2.46408  3.77120  1.26545  -0.4470
H  0.01574  4.84557  0.46128  0.2848
H  -0.28370  6.25053  -0.35129  0.2983
O  -0.65509  5.42457  0.02480  -0.4615
H  -0.12701  2.03996  -1.07278  -0.0720
H  0.12833  0.61183  -1.88632  0.1394
O  -0.47768  1.22462  -1.48952  -0.1683
H  -2.39128  5.60816  -1.84591  0.3050
H  -1.98541  4.31047  -1.20609  0.3874
O  -2.39624  4.65557  -2.05205  -0.6861
H  1.45993  3.92575  -5.37171  0.2721
O  1.94580  3.83681  -4.54195  -0.5683
H  -0.84773  -0.58410  6.17677  0.5222
H  0.58957  -0.45561  5.95519  0.2937
O  -0.05485  -0.11449  6.59306  -0.8075
H  -4.04482  0.39080  -0.24386  0.2084
H  0.75316  -4.54082  -0.72111  0.3087
H  -3.49204  -0.11072  2.40972  0.2023
H  2.81473  -2.28063  -3.48240  0.5108
H  -0.02978  -0.61313  -4.72416  0.3868
H  2.03058  2.86974  -4.60323  0.3136
O  1.55628  2.87076  2.69406  -0.3865
H  2.10133  2.77106  3.47109  0.2410
H  0.72684  2.36086  3.06572  0.1202
O  5.35917  -0.64052  -1.19447  -0.4699
H  5.92565  -0.05541  -0.68228  0.2589
H  5.94568  -1.26140  -1.61800  0.2417
O  -0.76587  -1.28639  4.19206  -0.6575
H  -1.05015  -1.70852  3.37781  0.1440
H  0.21655  -1.48981  4.04011  0.4277
O  1.00366  -1.06813  0.10688  1.2517
H  1.94474  -0.82768  0.43553  0.1342
H  0.52795  -0.24114  -0.02515  -0.5457
O  -2.77080  -3.75187  2.92136  -0.5322
H  -3.71043  -4.00101  2.85509  0.3150
H  -2.23622  -4.29350  3.49367  0.2355
O  -5.28428  0.49959  -4.38015  -0.6307
H  -5.21846  -0.29907  -3.81418  0.2881
H  -4.35743  0.83919  -4.35889  0.4025
O  2.04024  1.42393  -0.17971  -0.2060
H  2.92396  1.74832  -0.33021  0.1362
H  1.97220  1.44841  0.79642  -0.0089

Atoms 1-2, force components in eV/Å:
-0.1 -0.4 0.3
0.3 -0.2 0.0

=====

No. 4
# H2N2P2

H2N2P2 in the gas phase in a non-equilibrium geometry (the ωB97M-V functional and the def2-TZVPD basis, OMol25).

Calculated values
- Energy: -21589.3918 eV
- SMILES: N1=P2=[P@H]1N2
- Energy above the lowest of the compared OMol25 structures with the same formula, charge and spin: 6.4 kJ/mol
- Gap between HOMO and LUMO: 9.82 eV
- E_LUMO: 0.17 eV

Each line ends with the Mulliken charge.
Cartesian coordinates (Å):
N  -2.09186  1.00012  -0.32726  -0.4095
P  -2.19548  -0.54462  0.05013  0.2341
P  -0.34173  1.16275  0.29995  0.1543
N  -0.52222  -0.58216  0.37522  -0.2963
H  0.26930  1.17383  -0.96454  0.0663
H  0.00138  -1.22403  0.94970  0.2512

Atoms 1-2, force components in eV/Å:
1.4 0.3 0.8
1.1 0.8 -0.1

=====

No. 5
# C3H20NO5S

6 unconnected molecules or ions with the total composition C3H20NO5S in a non-equilibrium geometry (the ωB97M-V functional and the def2-TZVPD basis, OMol25).

Calculated values
- Energy: -25992.2194 eV
- Energy above the lowest of the compared OMol25 structures with the same formula, charge and spin: 0.0 kJ/mol
- Gap between HOMO and LUMO: 9.17 eV
- E_LUMO: -2.96 eV
- Total charge: +1

Each line ends with the Mulliken charge.
Cartesian coordinates (Å):
C  1.38039  -2.35926  0.70897  -1.3859
C  1.77106  -0.92443  0.53212  0.4257
C  2.16433  -0.59498  -0.92820  -0.9365
S  2.38667  1.20773  -1.18036  -0.1740
N  0.74579  0.16307  0.89670  0.0465
H  2.25960  -3.02198  0.69145  0.4097
H  0.61070  -2.79278  0.07061  0.2790
H  0.90034  -2.41794  1.70150  0.3289
H  2.66722  -0.76554  1.16304  0.2453
H  3.04237  -1.13112  -1.29099  0.4906
H  1.48224  -1.07618  -1.67045  0.3423
H  1.38121  1.45828  -1.99475  0.1821
H  0.06126  0.46661  0.21284  -0.0949
H  0.16181  -0.21951  1.67295  0.4622
H  1.22804  1.01678  1.17965  0.4738
H  -1.40665  -2.19745  2.58719  0.2983
H  -1.96066  -0.89244  2.42584  0.2482
O  -1.08574  -1.31539  2.34088  -0.6148
H  0.46324  3.94927  0.22992  0.2741
H  -0.84720  3.07459  0.24836  0.2804
O  0.09689  3.07424  0.06401  -0.5265
H  -3.82477  1.77330  1.03068  0.2976
H  -3.75362  1.62176  -0.35031  0.3236
O  -3.16952  1.41330  0.40292  -0.6357
H  -1.96157  -0.13579  -0.81851  0.3148
H  -1.74028  -1.71451  -0.94863  0.2750
O  -1.39467  -0.83619  -1.15964  -0.6049
H  -0.46371  0.60041  -2.01497  0.2547
H  -0.57676  1.12000  -3.35446  0.3138
O  -0.61798  1.45613  -2.44835  -0.5933

Atoms 1-2, force components in eV/Å:
-1.2 -0.6 1.5
1.0 1.0 -2.2